21
Properties=species:S:1:pos:R:3:mulliken_charge:R:1 method="wB97M-V/def2-TZVPD" lumo_ev=-0.30 spin_multiplicity=1 max_force_ev_per_a=3.71 relative_energy_ev=0.0000 total_charge=0 e_tot_ha=-1395.8571 orbital_gap_ha=0.280
C -0.037 3.030 -0.445 -0.55
C 1.613 0.032 1.790 -0.94
C 0.699 -1.958 -1.940 -0.61
C -1.832 -0.448 1.133 -0.20
O 1.062 -0.465 0.653 -0.16
O -0.446 -1.621 -1.184 -0.24
Si -0.326 -1.327 0.485 0.56
S -1.631 2.164 -0.479 -0.14
S -3.348 -0.843 0.845 -0.07
H 0.639 2.543 0.363 0.09
H 0.379 2.946 -1.435 0.27
H -0.187 4.099 -0.079 0.27
H 0.998 0.611 2.426 0.39
H 2.529 0.666 1.757 0.27
H 1.876 -0.828 2.353 0.37
H 0.462 -2.799 -2.463 0.27
H 1.536 -2.008 -1.262 0.28
H 0.872 -1.068 -2.551 0.21
H -0.074 -2.424 1.311 -0.23
H -1.608 1.830 -1.666 0.09
H -3.174 -2.130 0.389 0.07

---

19
Properties=species:S:1:pos:R:3:mulliken_charge:R:1 method="wB97M-V/def2-TZVPD" lumo_ev=0.40 spin_multiplicity=1 max_force_ev_per_a=4.07 smiles=CCO[Si@@H](C)OC relative_energy_ev=3.1866 total_charge=0 e_tot_ha=-599.5359 orbital_gap_ha=0.381
C 3.061 0.809 -0.396 -0.93
C 2.202 0.096 0.621 -0.28
O 1.090 -0.518 0.129 -0.26
Si -0.518 -0.169 -0.500 0.59
C -1.103 -1.843 -0.038 -0.96
O -2.113 0.784 -0.545 -0.42
C -2.942 0.793 0.550 -0.52
H 3.407 0.031 -1.185 0.24
H 2.444 1.532 -0.951 0.25
H 4.130 1.038 -0.002 0.33
H 2.167 0.854 1.451 0.24
H 2.656 -0.722 1.126 0.33
H -0.233 0.452 -1.720 -0.16
H -1.466 -1.722 0.996 0.28
H -1.975 -2.085 -0.678 0.31
H -0.256 -2.524 -0.161 0.32
H -2.867 1.799 1.205 0.20
H -3.976 0.952 0.188 0.23
H -3.014 -0.254 1.056 0.21